Formula: C15H27Br12Cl9
Source: OMol25
Level of theory: wB97M-V/def2-TZVPD

2S+1   2
⟨S²⟩   0.756
Charge   +1
Highest occupied orbital energy (spin up / spin down)   -12.20 / -12.20 eV

CARTESIAN COORDINATES (ANGSTROEM)
C 13.10 21.66 0.13
Cl 12.70 19.90 -0.05
Cl 13.94 21.80 1.66
Cl 11.66 22.68 0.16
H 13.79 22.07 -0.61
C 15.85 18.99 4.39
Cl 16.14 17.57 5.30
Cl 16.15 20.51 5.40
Cl 14.19 18.96 3.79
H 16.63 19.02 3.63
C 20.72 21.35 3.09
Cl 21.29 22.00 1.56
Cl 19.77 22.56 3.94
Cl 22.11 20.94 4.01
H 20.06 20.53 2.81
Br 17.69 17.11 -3.07
C 17.60 15.31 -2.22
C 16.40 15.10 -1.13
Br 16.76 16.14 0.47
H 18.57 15.03 -1.81
H 17.41 14.66 -3.08
H 16.21 14.10 -0.72
H 15.49 15.43 -1.63
Br 17.47 20.39 1.34
C 18.62 20.55 -0.21
C 17.74 20.26 -1.46
Br 16.38 21.71 -1.61
H 19.33 19.72 -0.18
H 19.08 21.54 -0.16
H 17.12 19.36 -1.42
H 18.37 20.10 -2.33
Br 18.40 23.19 -4.26
C 19.80 24.17 -3.27
C 19.35 24.42 -1.81
Br 21.10 24.83 -0.89
H 20.11 25.00 -3.91
H 20.64 23.47 -3.27
H 18.81 23.63 -1.29
H 18.79 25.36 -1.74
Br 21.47 16.82 -0.72
C 20.12 16.94 0.82
C 20.69 17.71 1.98
Br 19.34 17.58 3.46
H 19.96 15.91 1.14
H 19.18 17.42 0.53
H 20.94 18.76 1.84
H 21.58 17.18 2.32
Br 13.90 21.60 -5.54
C 15.52 20.89 -6.37
C 16.43 20.20 -5.41
Br 18.17 19.84 -6.28
H 16.02 21.76 -6.81
H 15.20 20.29 -7.22
H 16.07 19.21 -5.12
H 16.64 20.85 -4.56
Br 21.68 17.47 -6.50
C 21.02 18.10 -4.66
C 21.67 19.40 -4.25
Br 21.27 19.76 -2.37
H 21.16 17.31 -3.91
H 19.93 18.13 -4.68
H 21.37 20.29 -4.80
H 22.75 19.42 -4.34

Formula: C15H27Br2CuGaI2NO5S
Source: OMol25
Level of theory: wB97M-V/def2-TZVPD

2S+1   2
⟨S²⟩   0.759
Charge   +1
Highest occupied orbital energy (spin up / spin down)   -11.45 / -10.97 eV

CARTESIAN COORDINATES (ANGSTROEM)
C -2.68 3.49 -0.38
C -1.95 3.23 -1.72
Br -2.49 4.39 -3.22
C -0.94 2.21 -1.90
Br -0.15 2.15 -3.71
Ga -0.37 0.92 -0.35
C 0.32 -0.90 -0.97
C 1.30 -0.89 -2.21
C 2.59 0.00 -2.01
C 3.68 -0.51 -3.06
S 5.31 0.32 -2.76
O 6.29 0.04 -3.84
O 5.80 -0.16 -1.43
O 5.03 1.97 -2.73
O -1.89 0.65 0.72
C -2.95 -0.04 0.05
C -3.87 -0.71 1.16
N -3.79 -2.18 1.27
C -2.41 -2.71 1.20
C -1.43 -2.14 2.31
C -0.44 -3.34 2.75
O -2.07 -1.69 3.50
C 1.13 1.96 0.67
I 2.46 3.37 -0.37
C 1.35 1.83 2.04
C 0.47 0.89 2.96
I 2.95 2.94 3.08
H -3.65 2.91 -0.38
H -2.07 3.18 0.52
H -2.93 4.58 -0.23
H -0.58 -1.52 -1.29
H 0.76 -1.45 -0.09
H 0.75 -0.66 -3.17
H 1.67 -1.96 -2.34
H 2.32 1.04 -2.36
H 2.99 -0.01 -0.96
H 3.33 -0.12 -4.07
H 3.76 -1.62 -3.10
H 5.59 2.39 -3.41
H -2.60 -0.76 -0.75
H -3.60 0.73 -0.49
H -3.63 -0.21 2.14
H -4.94 -0.41 0.93
H -4.41 -2.62 0.59
H -1.91 -2.60 0.19
H -2.49 -3.82 1.38
H -0.75 -1.37 1.85
H -0.70 -3.72 3.77
H -0.44 -4.11 1.94
H 0.62 -2.91 2.78
H -2.63 -2.42 3.81
H 0.80 -0.18 2.83
H 0.70 1.14 4.04
H -0.64 1.03 2.84
Cu 3.45 0.42 2.00

- Look up the 2S+1 of the second one.
  2